C31H47BrN2P2Pt as an isolated structure in a non-equilibrium geometry. Source: OMol25; level of theory: ωB97M-V/def2-TZVPD.

```
84
Properties=species:S:1:pos:R:3:forces:R:3:lowdin_spin:R:1
N -4.38620 -5.39337 4.40348 -0.3 -0.3 0.3 -0.002
C -4.36409 -4.22134 5.04254 0.5 0.3 -0.5 0.001
C -3.63843 -3.12901 4.55830 0.1 -0.3 -0.5 -0.002
C -2.94282 -3.27695 3.33598 -0.2 0.0 0.6 0.003
C -2.91745 -4.53043 2.71668 -0.6 -0.6 0.6 0.004
C -3.68257 -5.57332 3.29369 0.5 0.9 -0.3 0.002
C -2.34542 -2.07757 2.67821 -2.9 -0.3 -1.2 0.024
Pt -0.60537 -2.36658 1.67450 1.7 0.8 -0.3 0.593
P -0.00386 2.22125 -3.17936 0.9 0.8 1.2 0.043
C -2.49936 -2.00947 1.20334 -2.9 0.7 2.2 0.052
C -2.59352 -0.71998 0.46284 0.9 -0.6 -0.2 0.020
C -2.62171 -0.79714 -0.94131 0.3 0.3 0.2 0.035
C -2.44713 0.35927 -1.69746 0.0 -0.1 -0.3 0.021
C -2.15014 1.57497 -1.08015 -2.9 -0.9 1.2 0.339
C -2.35450 1.68230 0.30086 0.0 0.0 0.1 0.023
C -2.52545 0.52813 1.08634 0.2 0.5 -0.3 0.042
Br 0.60800 1.56483 -1.19394 1.2 -0.7 0.0 0.010
H -2.44852 -1.15053 3.25325 0.5 -0.3 -0.2 0.004
H -3.03775 -2.83860 0.71554 0.6 0.2 0.2 0.005
H -3.63472 -2.17420 5.09014 -0.1 -0.3 -0.2 0.000
H -2.34549 -4.72148 1.80638 -0.2 0.1 0.2 0.005
H -4.95156 -4.12501 5.96113 0.2 -0.2 -0.3 0.000
H -3.73416 -6.56020 2.81410 0.0 0.4 0.3 0.000
H -2.71301 -1.78171 -1.40806 -0.2 0.4 0.0 0.002
H -2.56200 0.57742 2.18313 -0.1 0.3 -0.6 0.003
H -2.54551 0.29192 -2.77873 0.1 0.0 0.3 0.002
H -2.37099 2.66518 0.77573 0.1 -0.2 -0.1 0.002
P 1.35063 -2.46581 0.63111 2.1 -0.4 -0.2 0.082
C -1.22839 3.37568 -2.57990 0.8 1.7 -1.8 0.377
C -1.87218 4.21180 -3.66729 -0.9 0.2 -0.2 0.050
H -0.78298 4.02912 -1.81898 0.0 -0.4 0.0 0.006
H -2.02240 2.61491 -1.80439 -0.1 -0.9 0.5 0.080
H -2.69939 4.81513 -3.25608 0.3 -0.3 -0.1 0.006
H -1.16917 4.94272 -4.10715 -0.1 -0.4 0.2 0.023
H -2.29577 3.61212 -4.48656 0.1 0.1 0.2 0.000
C -0.60922 0.95522 -4.28783 -0.6 -0.6 -0.4 0.000
C 0.01025 0.89566 -5.68692 0.1 0.1 -0.4 0.000
H -1.69092 1.13556 -4.39084 0.3 -0.1 0.1 0.000
H -0.49147 -0.00841 -3.77772 0.0 0.2 0.0 0.000
H -0.32351 -0.02070 -6.18709 0.0 0.2 0.2 0.000
H -0.31846 1.73475 -6.31312 0.2 -0.1 0.2 0.000
H 1.10270 0.87823 -5.66843 -0.2 -0.1 0.0 0.000
C 1.53515 2.96498 -3.78470 0.4 -0.1 -0.4 0.017
C 1.58627 4.48769 -3.74509 0.0 0.6 -0.2 0.003
H 1.70591 2.58792 -4.80116 0.0 0.2 0.2 0.001
H 2.33882 2.55428 -3.16165 -0.3 -0.1 -0.1 0.002
H 2.63307 4.81579 -3.71146 -0.3 -0.1 0.0 0.000
H 1.13541 4.93244 -4.64204 0.1 -0.1 0.3 0.000
H 1.07733 4.90863 -2.87194 0.2 -0.1 -0.1 0.001
C 2.67361 -1.22814 0.86108 -0.5 0.3 0.2 0.008
C 4.07095 -1.65048 0.39536 0.1 0.1 -0.1 0.003
H 2.66267 -1.00818 1.93637 0.1 0.2 -0.2 0.002
H 2.32336 -0.32833 0.33573 0.2 -0.1 0.2 0.001
H 4.54304 -2.35247 1.09189 -0.2 0.1 -0.1 0.000
H 4.07039 -2.10893 -0.60101 -0.1 0.1 0.1 0.000
H 4.71743 -0.76538 0.34244 -0.2 -0.2 0.0 0.000
C 0.98761 -2.49400 -1.16146 0.2 0.0 -0.2 0.031
C 0.93827 -3.88434 -1.79300 -0.1 -0.1 -0.2 0.002
H 1.75020 -1.85944 -1.63394 -0.1 -0.2 0.0 0.003
H 0.01968 -1.98075 -1.27841 0.3 -0.1 0.0 0.006
H 1.86248 -4.44998 -1.61403 -0.3 0.1 -0.1 0.000
H 0.08571 -4.46797 -1.41835 0.3 0.1 -0.1 0.001
H 0.81339 -3.77559 -2.87866 0.0 -0.1 0.3 0.000
C 2.07672 -3.97582 1.33651 0.2 -0.3 -1.1 0.016
C 1.93200 -3.94178 2.85594 0.2 -0.4 0.2 0.024
H 3.12160 -4.07393 1.00595 -0.3 -0.2 0.2 0.001
H 1.50490 -4.80236 0.88854 0.2 0.0 0.3 0.002
H 1.88393 -4.97143 3.22523 0.0 0.2 0.1 0.001
H 2.77507 -3.45252 3.35983 -0.3 0.0 -0.2 0.001
H 0.99744 -3.44102 3.16988 0.1 -0.1 0.1 0.017
N 0.16109 2.10847 2.21340 -1.4 -1.2 -0.4 0.001
C 1.21222 2.94816 2.37759 1.5 1.1 0.3 0.000
C 1.31068 4.13557 1.60801 0.2 -0.6 0.2 0.000
C 2.41645 4.97269 1.75488 0.0 -0.2 0.3 0.000
C 3.40396 4.66665 2.70118 0.1 0.1 -0.1 0.000
C 3.30115 3.50235 3.47408 -0.2 0.1 -0.1 0.000
C 2.21653 2.64272 3.32553 -0.3 0.4 -0.7 0.000
H -0.53846 2.28256 1.50712 0.4 0.0 0.3 0.000
H 0.11490 1.19814 2.65363 0.2 0.5 0.0 0.001
H 0.51431 4.36892 0.89221 0.3 0.0 0.2 0.000
H 2.49851 5.86966 1.13098 0.0 -0.3 0.4 0.000
H 4.25106 5.34581 2.84073 -0.3 -0.3 -0.1 0.000
H 4.06648 3.25493 4.21081 -0.2 0.2 -0.2 0.000
H 2.10274 1.74011 3.92605 0.1 0.2 0.0 0.000
```
Forces are in eV/Å.

**Gap between HOMO and LUMO (spin up / spin down)**: 5.89 / 3.72 eV
**Energy relative to the best compared isomer or geometry (same formula, charge and spin)**: 51.3 kcal/mol
**Total charge**: +2
**Multiplicity**: 3
**⟨S²⟩**: 2.0163



C31H47ClLaO2P2 as an isolated structure in a non-equilibrium geometry. Source: OMol25; level of theory: ωB97M-V/def2-TZVPD.

```
84
Properties=species:S:1:pos:R:3:forces:R:3:lowdin_charge:R:1
La -0.55615 1.37228 2.30570 -4.0 -2.8 -2.4 2.153
C 1.19147 1.29685 4.22733 0.6 0.9 0.1 -0.298
C 1.86992 1.41531 2.97861 0.4 1.2 0.6 -0.347
C 0.54138 3.29637 3.25198 1.4 -0.4 0.5 -0.390
C 0.34605 2.43483 4.38375 1.1 -0.1 -0.2 -0.338
C 1.49244 2.66197 2.38053 0.8 0.2 1.4 -0.394
C 1.45348 0.21862 5.22563 -0.1 -0.5 0.2 -0.010
H 2.52211 -0.04048 5.25893 -0.3 0.2 0.0 0.101
H 0.90326 -0.70009 4.97989 0.1 0.1 0.2 0.085
H 1.15472 0.52196 6.23879 0.1 -0.1 -0.3 0.091
C -0.70556 2.58947 5.42137 -0.2 0.3 0.3 -0.020
H -0.35585 2.19454 6.38265 -0.2 0.1 -0.2 0.097
H -1.63406 2.05290 5.15738 0.2 0.1 0.1 0.089
H -0.96161 3.64413 5.55341 0.0 -0.2 0.1 0.089
C -0.38816 4.39038 2.88357 0.4 0.6 0.1 -0.038
H -0.69930 4.92842 3.78418 -0.2 -0.1 -0.3 0.099
H -1.31793 4.03595 2.38281 0.0 0.1 -0.1 0.079
H 0.11001 5.10588 2.22170 -0.3 -0.1 0.0 0.103
C 1.84118 3.07245 0.99553 0.3 0.4 -0.3 -0.026
H 2.69385 3.76652 1.03038 -0.2 -0.1 -0.2 0.114
H 1.02113 3.60394 0.48887 0.1 -0.1 0.0 0.089
H 2.15701 2.22381 0.37346 -0.1 0.2 0.1 0.078
C 2.84441 0.44045 2.41811 0.3 -0.3 -0.1 -0.014
H 3.87523 0.74939 2.65170 -0.3 -0.1 -0.1 0.113
H 2.77034 0.37987 1.32464 0.1 -0.1 0.2 0.065
H 2.69306 -0.56286 2.83812 0.1 0.2 -0.2 0.090
C -0.32238 -2.94149 -0.21705 0.2 -0.6 0.6 -0.103
C 0.80636 -3.08669 0.48927 -0.8 0.4 0.3 -0.111
C 2.21744 -2.85306 0.07463 0.4 -0.2 -0.4 -0.189
C 2.46843 -2.34540 -1.35895 0.6 -0.4 0.4 -0.197
C 2.16448 -0.89285 -1.53072 -0.4 0.9 -0.4 -0.118
C 1.00131 -0.29267 -1.84951 0.6 0.4 1.4 -0.152
C -0.37807 -0.83552 -1.61885 -0.5 -0.5 -1.0 -0.211
C -0.50425 -2.37986 -1.58925 -0.3 0.1 -0.4 -0.191
H 2.74784 -3.81382 0.15765 -0.1 0.2 0.2 0.121
H 1.98704 -2.99941 -2.09981 0.1 0.3 0.3 0.107
H 2.70239 -2.17500 0.79599 0.0 -0.2 -0.2 0.096
H 0.17397 -2.83959 -2.31473 -0.3 0.3 0.1 0.091
H -1.25862 -3.29568 0.22756 0.4 0.4 0.3 0.103
H 0.69933 -3.36312 1.54517 -0.1 -0.3 -0.4 0.102
H -1.51997 -2.64764 -1.90778 0.2 0.1 0.0 0.103
H -0.75284 -0.43875 -0.65660 0.1 -0.1 -0.1 0.088
H 1.01943 0.78544 -2.06501 0.1 -0.3 0.2 0.101
H -1.06822 -0.42767 -2.38173 0.4 -0.1 0.4 0.051
H 3.55090 -2.45540 -1.54016 -0.3 0.0 0.0 0.117
H 3.03567 -0.24014 -1.36853 -0.3 -0.2 -0.6 0.106
P -0.62286 -0.29413 -4.91639 0.3 -0.8 -0.9 0.812
P -0.58791 2.41980 -6.06059 -0.3 0.3 -1.7 0.767
C -0.73743 -0.27938 -6.79314 -0.2 0.1 0.0 -0.434
C -1.16575 1.10136 -7.28072 -0.2 0.2 0.4 -0.455
H -1.47656 -1.03492 -7.10466 0.4 0.1 0.0 0.072
H 0.24628 -0.55950 -7.21056 -0.5 0.2 0.2 0.072
H -0.71724 1.32615 -8.26363 -0.4 0.0 0.3 0.072
H -2.26509 1.18296 -7.36287 0.4 -0.1 0.0 0.078
C -1.30976 3.77691 -7.07403 0.1 0.2 0.2 -0.343
H -0.95431 4.72774 -6.67165 -0.2 0.1 -0.2 0.028
H -2.40035 3.73116 -7.00617 0.1 0.1 0.0 0.032
H -1.00048 3.67374 -8.11853 -0.1 0.2 0.1 0.036
C 1.10430 2.51977 -6.81296 0.1 0.1 0.4 -0.312
H 1.01555 2.47167 -7.90506 0.1 0.0 0.2 0.037
H 1.75050 1.71123 -6.45455 0.0 0.2 -0.1 0.027
H 1.53749 3.48398 -6.52655 0.1 -0.2 -0.1 0.032
C -2.20072 -1.22839 -4.69006 0.0 -0.1 0.2 -0.289
H -2.31817 -1.58317 -3.66112 -0.1 0.0 -0.2 0.007
H -2.21490 -2.07837 -5.38379 -0.1 0.1 0.3 0.041
H -3.03582 -0.55436 -4.92560 0.2 -0.2 0.1 0.046
C 0.65892 -1.62081 -4.90799 0.0 -0.2 0.4 -0.280
H 1.40389 -1.36404 -5.67166 -0.2 -0.1 0.2 0.037
H 0.18840 -2.57957 -5.14782 0.3 -0.1 0.0 0.050
H 1.16965 -1.66252 -3.93998 -0.1 -0.2 -0.3 -0.007
Cl -2.76453 -3.75206 9.09465 0.0 0.0 0.3 0.708
C -2.45199 -3.07169 7.55387 0.2 0.5 -1.1 -0.673
C -2.82801 -3.77944 6.40346 0.2 0.3 0.2 -0.080
C -2.54493 -3.24050 5.15248 0.0 0.0 0.3 -0.005
C -1.93802 -1.98959 5.03184 -0.1 -0.3 0.2 -0.147
C -1.57637 -1.27496 6.18355 -0.3 -0.3 0.0 -0.026
C -1.82707 -1.81609 7.44551 -0.1 -0.3 -0.1 -0.082
C -1.71797 -1.46730 3.65211 0.1 -0.4 -0.5 -0.555
O -1.60467 -2.20766 2.67279 -0.1 1.2 1.0 0.053
O -1.66185 -0.14038 3.58313 0.4 -0.1 -0.2 -0.323
H -3.32751 -4.74011 6.49527 0.1 0.2 0.0 0.111
H -2.80181 -3.78560 4.24903 0.0 0.1 0.1 0.125
H -1.10283 -0.29676 6.09103 -0.2 -0.3 0.1 0.085
H -1.55275 -1.27970 8.35081 0.0 -0.1 -0.2 0.107
```
Forces are in eV/Å.

**Gap between HOMO and LUMO**: 5.76 eV
**Energy relative to the best compared isomer or geometry (same formula, charge and spin)**: 10.9 kcal/mol
**Total charge**: +1



C31H47ClO2P2Yb as an isolated structure in a non-equilibrium geometry. Source: OMol25; level of theory: ωB97M-V/def2-TZVPD.

```
84
Properties=species:S:1:pos:R:3:forces:R:3:lowdin_spin:R:1
Yb -1.99036 0.38442 -0.29907 0.9 0.6 -0.3 0.028
C 0.55217 0.53505 1.89091 0.3 0.4 -0.6 0.002
C 1.34987 0.70356 0.73032 0.1 -1.2 1.6 0.264
C -0.25286 2.34354 0.71323 1.2 -0.3 -2.4 0.086
C -0.42976 1.55180 1.88162 0.9 -1.0 0.8 0.254
C 0.84326 1.80769 -0.01578 -2.2 2.0 0.1 0.163
C 0.81042 -0.42067 2.98906 0.3 -0.6 0.3 -0.011
H 1.88419 -0.46790 3.19974 -0.1 0.0 0.0 -0.002
H 0.48766 -1.43429 2.73023 -0.1 0.0 0.1 -0.003
H 0.31556 -0.13980 3.92433 0.0 0.0 -0.2 0.000
C -1.37100 1.86236 2.96947 -0.5 0.5 0.9 0.050
H -2.36336 1.41168 2.81290 0.2 0.1 0.0 0.020
H -1.56430 2.94620 3.07303 0.2 -0.4 -0.1 0.007
H -0.99649 1.50817 3.94465 -0.1 0.1 -0.4 0.004
C -1.01230 3.59254 0.47350 -0.3 0.6 0.0 0.007
H -0.79809 4.31229 1.27707 -0.1 0.0 -0.2 0.003
H -2.10616 3.43540 0.50329 0.2 0.1 0.0 0.003
H -0.75133 4.06764 -0.47496 -0.1 -0.1 0.1 0.000
C 1.45462 2.37550 -1.24440 0.1 0.3 -0.4 0.023
H 2.41682 2.88044 -1.04060 -0.3 -0.2 0.0 0.009
H 0.79312 3.11562 -1.71506 0.2 -0.2 0.1 0.000
H 1.65585 1.59859 -1.99090 0.1 0.1 0.2 0.005
C 2.58896 -0.04429 0.37887 0.2 -0.3 0.1 0.045
H 3.50692 0.57588 0.45098 -0.5 -0.1 0.0 0.016
H 2.53856 -0.41882 -0.65352 0.0 0.2 0.2 0.011
H 2.73467 -0.91204 1.03607 -0.1 0.3 -0.1 0.000
C 0.19819 -3.66441 -1.55790 -0.6 0.0 0.5 0.000
C 1.24942 -3.44061 -0.74335 0.4 -0.9 0.3 0.000
C 2.66752 -3.24737 -1.22271 -0.1 1.3 -0.4 0.001
C 2.78163 -2.92985 -2.73204 0.8 -0.2 0.5 0.000
C 2.53293 -1.49624 -3.08633 0.0 0.7 -0.4 0.002
C 1.37457 -0.82448 -3.06238 0.4 0.8 0.4 0.001
C 0.09401 -1.26806 -2.37739 -0.4 -0.1 -0.8 0.003
C -0.26410 -2.75044 -2.66543 0.6 -0.4 -0.6 0.001
H 3.20622 -4.19429 -1.06509 -0.4 0.1 0.2 0.000
H 2.13039 -3.61290 -3.30323 0.3 0.3 0.2 0.000
H 3.19068 -2.48964 -0.61960 0.1 -0.2 -0.3 0.000
H 0.15784 -3.06472 -3.63251 -0.2 0.4 0.3 0.000
H -0.46873 -4.51525 -1.39230 -0.5 0.8 0.9 0.000
H 1.18787 -3.63267 0.34141 0.0 -1.1 -0.6 0.000
H -1.35354 -2.86218 -2.79949 0.4 -0.1 0.4 0.000
H 0.15607 -1.11137 -1.27991 0.2 -0.2 -0.3 0.003
H 1.36666 0.17533 -3.54178 0.0 -0.6 0.5 0.000
H -0.73993 -0.63165 -2.74561 0.3 -0.1 -0.2 0.000
H 3.82195 -3.15165 -3.02718 -0.5 0.0 0.0 0.000
H 3.42564 -0.93289 -3.42402 -0.7 -0.4 -0.2 0.000
P -1.14756 -0.84943 -5.69470 0.2 -0.7 -1.3 0.000
P -1.30317 1.96809 -6.54911 -0.3 0.4 -1.9 0.000
C -1.45530 -0.67208 -7.56599 0.0 0.0 0.4 0.000
C -1.91334 0.75279 -7.87014 -0.2 0.2 0.5 0.000
H -2.22405 -1.40264 -7.86819 0.4 0.1 0.0 0.000
H -0.51592 -0.92363 -8.09310 -0.5 0.2 0.3 0.000
H -1.55107 1.09570 -8.85655 -0.3 -0.1 0.4 0.000
H -3.01484 0.82912 -7.85531 0.4 -0.1 -0.1 0.000
C -1.89414 3.39620 -7.56731 0.0 0.3 0.2 0.000
H -1.51417 4.32968 -7.13653 -0.2 0.0 -0.2 0.000
H -2.99230 3.41572 -7.55366 0.3 0.1 0.0 0.000
H -1.54700 3.30142 -8.60834 -0.1 0.1 0.3 0.000
C 0.44019 2.03023 -7.17500 0.1 0.1 0.4 0.000
H 0.46419 1.99921 -8.27303 0.0 0.0 0.3 0.000
H 1.04471 1.21286 -6.76716 0.0 0.1 -0.1 0.000
H 0.87145 2.97922 -6.83334 0.1 -0.2 -0.1 0.000
C -2.63363 -1.87956 -5.35095 -0.1 -0.1 0.3 0.000
H -2.60375 -2.22277 -4.30728 -0.2 0.0 -0.3 0.000
H -2.66948 -2.73944 -6.03491 -0.1 0.2 0.3 0.000
H -3.52908 -1.25656 -5.48983 0.2 -0.2 0.0 0.000
C 0.17668 -2.13014 -5.84877 0.1 -0.4 0.2 0.000
H 0.65848 -2.10729 -6.83159 -0.2 0.0 0.1 0.000
H -0.24507 -3.13068 -5.66812 0.3 0.2 -0.2 0.000
H 0.95273 -1.91694 -5.10970 -0.1 -0.3 -0.2 0.000
Cl -3.22299 -4.17071 6.89026 0.1 0.0 0.0 0.000
C -3.02839 -3.29223 5.42335 0.2 0.8 -1.1 0.000
C -3.23233 -3.91170 4.18357 0.1 0.4 0.2 0.000
C -3.11820 -3.19369 2.99148 0.0 -0.2 0.3 0.000
C -2.85813 -1.82542 3.01956 0.2 0.1 -0.1 0.000
C -2.57499 -1.20933 4.24376 -0.2 -0.2 0.1 0.000
C -2.63974 -1.94450 5.43681 -0.2 0.0 -0.4 0.000
C -2.71534 -1.07420 1.71930 1.0 0.2 -0.9 0.001
O -1.72808 -1.40664 0.92676 -1.5 -0.4 1.3 0.001
O -3.45494 -0.07788 1.38580 0.4 -0.9 0.6 0.001
H -3.45718 -4.96008 4.17387 -0.1 -0.3 -0.1 0.000
H -3.20063 -3.71456 2.03776 -0.1 0.1 0.2 0.000
H -2.26339 -0.16175 4.24999 -0.3 -0.5 0.2 0.000
H -2.38985 -1.46465 6.37110 -0.1 0.0 0.1 0.000
```
Forces are in eV/Å.

**Gap between HOMO and LUMO (spin up / spin down)**: 6.44 / 5.02 eV
**Total charge**: +1
**Multiplicity**: 2
**⟨S²⟩**: 0.7657



Ordered E results: -127738.2387, -68957.8072, -99626.2420; unit eV.